Record 1
C2H2NO2P | ωB97M-V/def2-TZVPD

Energy ... -16974.807 eV
Net charge ... 0
Relative energy (zero: lowest compared OMol25 entry of this formula, charge and spin) ... 513.5 kJ/mol

Positions of all 8 atoms, in Å:
1 O 2.0120 -1.2741 -0.2252
2 C 0.8409 -0.8253 -0.2520
3 N 3.0215 1.4011 -0.2814
4 P 3.5478 0.0550 0.1780
5 C 0.2461 0.3436 -0.3130
6 O -0.7694 1.1315 -0.4289
7 H -1.2942 1.1647 0.3707
8 H 0.1531 -1.4012 -0.7710

Forces on the atoms, in the same order (eV/Å):
1.075 -0.767 1.148
1.513 1.868 -0.598
-0.044 -1.428 0.747
-0.822 1.454 -0.797
-0.669 1.238 -0.088
1.483 -0.781 -0.346
-0.371 0.146 0.777
-2.163 -1.729 -0.843



Record 2
C2H2NO2P2 | ωB97M-V/def2-TZVPD

Energy ... -26265.164 eV
Net charge ... -1
Relative energy (zero: lowest compared OMol25 entry of this formula, charge and spin) ... 532.5 kJ/mol

Positions of all 9 atoms, in Å:
1 H 3.1778 -0.6997 -1.2225
2 N -1.5829 0.2286 0.9156
3 P 2.8831 0.1303 -0.1490
4 C 0.2423 0.0331 0.9861
5 O -1.8396 1.1042 -0.2331
6 H 0.5359 1.0038 1.3919
7 C -1.9856 -0.2374 -0.2316
8 P 0.9265 -0.4930 -0.4734
9 O -2.3574 -1.0700 -0.9840

Forces on the atoms, in the same order (eV/Å):
0.631 -0.268 -0.629
4.436 -1.317 3.807
-0.345 0.035 -0.034
-3.070 0.748 -0.317
-0.964 1.469 -2.115
-0.242 -0.357 0.469
-0.766 0.489 -1.734
0.453 -0.096 0.673
-0.131 -0.703 -0.121